C26H22Br2N6O6S2Ta as an isolated structure, computed with the ωB97M-V functional and the def2-TZVPD basis.

Each line ends with the Mulliken charge.
Element x y z (Å)
C: -1.5371 2.6246 -3.1932  -1.4712
C: -1.5659 -3.7718 -0.4969  0.9783
C: -0.6961 3.0150 3.9934  -0.8305
C: 2.8081 2.4858 4.1499  -0.1830
H: 1.9186 0.5551 3.7898  0.6608
C: 3.4392 3.5737 3.5608  -0.1295
H: -0.9358 2.6789 4.9936  0.4519
H: 3.7777 -2.7581 -1.8274  0.2355
H: -2.3856 -3.0251 -3.9867  0.2634
O: 1.9324 -0.7034 1.6309  -0.3340
C: -0.5495 2.5811 1.6283  0.2230
H: -3.4837 -3.8436 2.7596  0.4472
C: -2.3460 -4.8759 -0.2439  -0.7329
O: -0.5248 0.3517 0.7689  -0.6309
S: 1.2134 -0.4914 -2.9363  -0.4245
N: 2.8766 -2.1425 -4.1083  -0.4008
C: -1.4140 1.2001 -2.7453  1.3893
C: -2.8939 -2.0606 -4.0221  -1.3860
H: 0.5009 5.7166 2.3432  0.3869
H: -3.9023 -2.2013 -3.6276  0.3021
N: 3.1552 -1.9681 -1.8481  -0.2314
H: 0.1845 4.1843 0.4207  0.4946
C: -0.2081 4.2977 3.7881  -0.4930
C: -1.8432 0.1790 -3.6078  -1.8324
C: 2.1892 0.4670 1.0524  0.5920
H: -2.9622 -1.7121 -5.0499  0.3953
C: -2.1653 -1.0839 -3.1469  1.2526
Br: -2.0194 -1.4103 2.7504  -0.0431
N: 3.6911 3.6499 2.2590  -0.6215
H: -1.8280 2.6622 -4.2400  0.4647
C: -0.6829 1.6425 0.4936  0.3659
S: 1.6464 -3.2042 1.2801  -0.2692
N: -0.9018 2.0458 -0.6990  -0.9517
N: -0.9618 0.9251 -1.5327  0.4575
C: 2.6621 1.5060 2.0080  0.2043
O: 2.0690 0.6763 -0.1387  -0.6245
O: -1.9493 -1.4793 -1.9454  -0.7410
N: -1.4912 -2.7044 0.3256  -0.0525
C: 2.4920 -1.6189 -2.9362  0.8304
H: -2.1047 0.4413 -4.6212  0.3002
C: -2.1628 -2.7780 1.4648  0.2698
H: -1.2057 1.1459 3.0644  0.1870
H: 2.2705 -2.0191 -4.8993  0.2336
C: -0.6546 -3.7481 -1.7048  -0.3064
C: 0.1074 4.7219 2.5038  -0.7149
H: 2.8494 -1.5721 -0.9731  -0.1327
O: 0.2514 -2.8347 -1.6040  -0.3508
C: -0.0681 3.8698 1.4245  -0.6127
C: 3.2926 2.6342 1.4996  -0.1830
C: -0.8551 2.1560 2.9171  0.3610
H: -2.2789 3.1482 -2.5916  0.2898
H: -0.5929 3.1481 -3.0478  0.3113
C: -3.0737 -4.9153 0.9357  -0.5347
Br: 2.4698 2.5012 6.0048  -0.1338
Ta: -0.2166 -1.0006 -0.6981  2.1053
C: 1.2709 -1.6999 0.8003  0.0597
H: 3.4729 2.7110 0.4346  0.5650
H: -2.3446 -5.6743 -0.9705  0.5567
O: -0.7947 -4.5567 -2.5944  -0.7223
H: 3.6215 -2.8147 -4.1727  0.1890
H: -3.6952 -5.7658 1.1822  0.4433
C: -2.9681 -3.8565 1.8119  -0.6996
C: 2.4172 1.4175 3.3694  -0.3192
H: -0.0607 4.9621 4.6295  0.4250
H: 3.7443 4.4153 4.1713  0.4013

E = -211855.7852 eV
<S²> = 0.761
E_LUMO (alpha / beta) = -0.19 / -0.50 eV
E_HOMO (alpha / beta) = -6.63 / -7.89 eV
Kohn-Sham gap (alpha / beta) = 6.44 / 7.39 eV
Spin multiplicity = 2
Energy above the lowest of the compared OMol25 structures with the same formula, charge and spin = 18.8 kcal per mole
F_max = 1.4 eV Å⁻¹

***

C26H23AuF3O3S3 as an isolated structure, computed with the ωB97M-V functional and the def2-TZVPD basis.

Each line ends with the Mulliken charge.
Element x y z (Å)
H: -1.0813 -6.6561 -0.3787  0.3831
H: 3.4253 -0.0753 -3.5648  0.3944
C: -1.7735 5.6720 -0.8641  0.3111
H: 0.1761 -2.6258 2.4992  -0.8846
H: -3.4045 4.8116 0.2305  0.3849
C: 0.9740 1.2115 0.5797  -0.4166
S: -1.5363 -0.3329 -2.6985  -0.0620
H: -2.2406 -1.2872 0.6787  0.4775
S: 2.4925 -2.9276 -1.5915  -0.0548
C: -2.2501 -0.8813 -0.3247  -0.3849
H: 1.2504 -2.5101 5.3526  0.3565
O: 3.8128 -0.2887 0.6077  -0.6286
H: 5.1945 1.2250 0.3823  0.2522
C: -2.5720 6.8610 -1.2862  0.9387
H: 0.0025 6.2955 -1.8792  0.4001
C: -3.0488 0.2717 -2.1667  -0.4459
C: -1.2495 -5.5729 -2.2329  -0.5438
C: -0.0395 -2.0241 -0.8517  2.7600
C: 0.2571 4.3964 -0.9123  -0.6163
C: -3.2979 -0.0954 -0.8811  -0.8344
C: 2.9411 -0.8217 -2.9492  -0.7579
C: 0.5218 -2.0544 3.3677  2.1828
F: -3.3230 6.6103 -2.3856  -0.2589
O: 1.6384 -1.2817 3.0323  -0.8239
C: 1.6279 -0.6767 -2.4148  -0.1514
H: -3.6533 0.8735 -2.8291  0.4815
C: 4.6390 0.6853 1.1660  -0.7890
H: -1.5827 -6.3185 -2.9398  0.4217
C: -0.9858 -5.7164 -0.9082  -0.5558
C: -0.4585 5.5241 -1.2771  -0.6320
C: -0.3346 3.3907 -0.1453  0.6472
C: -0.5097 -3.4562 -1.1729  -0.6335
H: 1.0333 0.2146 -2.5523  0.4196
C: 0.9633 -3.0472 4.4439  -1.5816
C: 3.5253 -1.9896 -2.5802  -0.5581
C: 1.2333 -1.7416 -1.6595  -0.7853
C: -0.5588 -4.4962 -0.3001  -0.2930
H: -2.1274 2.7720 0.8490  0.4599
F: -3.4335 7.2673 -0.3292  -0.2711
H: 5.3834 0.2353 1.8417  0.2697
H: -0.3455 -0.6344 4.7492  0.3504
H: 1.8255 -3.6143 4.0898  0.4005
C: -1.6671 3.5537 0.2600  -0.3800
H: -0.2910 -4.3719 0.7404  0.2974
Au: 1.8068 -0.5619 1.0761  1.4355
O: 0.2145 -1.9763 0.5086  -0.8792
H: -0.8799 -0.4547 3.0652  0.1739
S: -0.9874 -3.9566 -2.7535  -0.0673
C: -2.3793 4.6842 -0.0936  -0.8322
H: 4.0952 1.4399 1.7473  0.2622
H: -4.1939 0.1878 -0.3425  0.4206
C: -1.2192 -1.0981 -1.1871  -0.6308
H: 0.1497 -3.7375 4.6793  0.3633
H: 4.5131 -2.3531 -2.8208  0.4247
H: -1.5180 -1.7857 4.0580  0.3184
C: -0.6323 -1.1796 3.8446  -1.2144
H: 1.2891 4.2851 -1.2165  0.4731
C: 0.3844 2.2127 0.2328  -0.2150
F: -1.7956 7.9203 -1.5929  -0.2785

E = -77824.1335 eV
<S²> = 2.014
E_LUMO (alpha / beta) = 2.50 / 1.29 eV
E_HOMO (alpha / beta) = -4.99 / -5.40 eV
Kohn-Sham gap (alpha / beta) = 7.48 / 6.69 eV
Spin multiplicity = 3
Net charge = -1
Energy above the lowest of the compared OMol25 structures with the same formula, charge and spin = 8.4 kcal per mole
F_max = 0.5 eV Å⁻¹

***

Which value of <S²> does entry 1 give?
0.761